(1)
{
  "formula": "C5H9N3",
  "method": "ωB97M-V/def2-TZVPD",
  "species": ["C", "C", "C", "C", "C", "N", "N", "N", "H", "H", "H", "H", "H", "H", "H", "H", "H"],
  "coordinates": [[-1.61469, 0.90930, -1.57802], [2.28910, -0.71466, 1.28029], [-0.70550, 0.59363, -0.43179], [2.41278, -0.75302, -0.15819], [-1.17783, -0.56111, 0.44947], [2.63636, -0.50247, -1.26638], [0.09794, 1.38953, 0.15008], [-2.30281, -1.09599, 0.23969], [0.57276, 2.04161, -0.47146], [-2.69079, -1.64214, 1.00590], [-0.67253, -0.60273, 1.42322], [-1.75739, 0.01768, -2.18459], [-2.59807, 1.17020, -1.19174], [-1.23778, 1.75460, -2.15028], [2.16416, -1.73637, 1.63704], [3.13634, -0.22185, 1.75567], [1.44794, -0.04621, 1.49109]],
  "mulliken_charge": [-1.1456, -0.6806, 0.6966, 0.4027, -0.1399, -0.4378, -0.6133, -0.5816, 0.2349, 0.2537, 0.3422, 0.3022, 0.2787, 0.3839, 0.2345, 0.2944, 0.1749],
  "e_above_lowest_kcal_mol": 45.0,
  "e_homo_ha": -0.359
}

(2)
{
  "formula": "C2H7IP2",
  "method": "ωB97M-V/def2-TZVPD",
  "species": ["C", "C", "P", "P", "I", "H", "H", "H", "H", "H", "H", "H"],
  "coordinates": [[1.06653, -0.04178, 0.20103], [-0.27894, -0.73305, 0.12416], [-1.64400, 0.27926, -0.68308], [-0.66427, -1.84624, -1.30257], [1.92426, -3.12946, 3.16422], [1.05356, 0.70535, 0.99482], [1.31419, 0.45567, -0.73801], [1.84738, -0.76506, 0.43348], [-0.56952, -1.16153, 1.08279], [-2.67072, -0.18267, 0.12908], [-1.43912, 1.46183, 0.06072], [0.21249, -1.19814, -2.18449]],
  "mulliken_charge": [-1.1110, -0.2103, -0.1221, -0.1268, -0.0117, 0.3181, 0.3782, 0.2941, 0.4820, 0.0558, 0.0367, 0.0169],
  "e_above_lowest_kcal_mol": 64.8,
  "e_homo_ha": [-0.352, -0.261]
}

(3)
{
  "formula": "H8O4",
  "method": "ωB97M-V/def2-TZVPD",
  "species": ["O", "H", "H", "O", "H", "H", "O", "H", "H", "O", "H", "H"],
  "coordinates": [[-9.18219, 4.32631, 22.33607], [-9.13542, 5.08542, 21.75487], [-8.64307, 3.66191, 21.90694], [-7.62309, 2.38463, 20.68906], [-7.95619, 1.73222, 21.30520], [-6.74299, 2.07941, 20.46885], [-6.52727, 5.10058, 19.81694], [-7.07801, 5.67049, 19.28017], [-7.08859, 4.35480, 20.02901], [-4.40328, 2.00550, 21.51679], [-4.03570, 2.76383, 21.97073], [-4.57706, 1.37074, 22.21186]],
  "lowdin_spin": [0.0979, 0.0164, 0.0263, 0.2021, 0.1008, 0.0565, 0.0846, 0.0138, 0.0221, 0.2298, 0.0568, 0.0930],
  "e_above_lowest_kcal_mol": 9.3,
  "e_homo_ha": [0.032, -0.273],
  "spin_multiplicity": 2,
  "total_charge": -1
}

(4)
{
  "formula": "CBr2F2",
  "method": "ωB97M-V/def2-TZVPD",
  "species": ["C", "F", "F", "Br", "Br"],
  "coordinates": [[-0.46865, -0.44572, 0.17373], [0.77212, 1.57922, 0.35210], [0.07868, -1.16320, -0.75187], [-0.00062, -0.64618, 1.88326], [-2.01679, 0.23123, -0.37069]],
  "mulliken_charge": [0.4034, -0.6520, -0.0711, 0.1823, 0.1374],
  "e_above_lowest_kcal_mol": 76.4,
  "e_homo_ha": [-0.366, -0.366]
}

(5)
{
  "formula": "C29H45NO6",
  "method": "ωB97M-V/def2-TZVPD",
  "species": ["C", "C", "O", "C", "C", "O", "C", "C", "O", "C", "O", "O", "C", "C", "N", "C", "O", "C", "C", "C", "C", "C", "C", "C", "H", "H", "H", "H", "H", "H", "H", "H", "H", "H", "H", "H", "H", "H", "H", "H", "H", "H", "H", "H", "H", "H", "H", "H", "H", "H", "H", "H", "H", "H", "H", "H", "H", "C", "C", "C", "C", "C", "C", "H", "H", "H", "H", "H", "H", "C", "C", "C", "C", "C", "C", "H", "H", "H", "H", "H", "H"],
  "coordinates": [[5.48680, -1.69341, 0.01677], [4.77084, -1.12019, -1.19082], [4.06343, 0.07127, -0.87000], [2.73771, -0.17023, -0.45342], [2.19578, 1.13879, 0.07418], [0.79349, 0.97381, 0.26908], [0.00555, 2.07551, -0.06300], [0.36147, 3.28718, 0.76082], [0.11654, 2.30176, -1.47684], [-0.61308, 1.30615, -2.07719], [-0.50566, 1.00218, -3.21425], [-1.46904, 0.76368, -1.19220], [-1.45400, 1.59302, 0.00153], [-2.46047, 2.76167, -0.20053], [-3.57019, 2.45931, -1.09207], [-3.90948, 3.56261, -1.98584], [-1.66472, 0.86454, 1.13553], [-2.92282, 0.19553, 1.26013], [-2.96012, -1.17545, 0.56103], [-2.92344, -2.33759, 1.57878], [-4.16890, -1.28799, -0.37621], [-4.04105, -2.25296, -1.56966], [-5.16719, -1.95632, -2.56169], [-2.69355, -2.19655, -2.28178], [6.26257, -1.00534, 0.35077], [4.79692, -1.87488, 0.84152], [5.96633, -2.63775, -0.24373], [4.08108, -1.85163, -1.62580], [5.49477, -0.85088, -1.96058], [2.70192, -0.93977, 0.32657], [2.11743, -0.51232, -1.29019], [2.41256, 1.92194, -0.65495], [2.66716, 1.39324, 1.02654], [1.34267, 3.67297, 0.49183], [-0.36874, 4.08420, 0.65681], [0.37637, 2.96645, 1.80122], [-1.91288, 3.60759, -0.61414], [-2.80388, 3.04963, 0.79940], [-4.38812, 2.22897, -0.54313], [-4.08558, 4.51635, -1.46922], [-3.09592, 3.70868, -2.69756], [-4.80223, 3.30340, -2.55248], [-3.72405, 0.84443, 0.89416], [-3.06173, 0.08900, 2.33479], [-2.04384, -1.22478, -0.02183], [-3.14390, -2.00210, 2.59373], [-1.93846, -2.80378, 1.61554], [-3.64764, -3.11431, 1.33125], [-4.44647, -0.30082, -0.75910], [-5.02055, -1.63525, 0.22158], [-4.20540, -3.27151, -1.20054], [-5.03408, -2.51907, -3.48623], [-6.14697, -2.19659, -2.14421], [-5.16718, -0.89536, -2.82522], [-2.69330, -2.89654, -3.11927], [-2.49686, -1.19412, -2.66701], [-1.86544, -2.48559, -1.63363], [6.00020, 2.06490, -2.80738], [5.87782, 2.24530, -4.17885], [6.73388, 3.10935, -4.84774], [7.71631, 3.79447, -4.14585], [7.84095, 3.61591, -2.77487], [6.98309, 2.75238, -2.10745], [5.33325, 1.39338, -2.28250], [5.11043, 1.71249, -4.72634], [6.63469, 3.25052, -5.91652], [8.38441, 4.46812, -4.66733], [8.60700, 4.15020, -2.22717], [7.07789, 2.61429, -1.03745], [-2.14009, -4.97070, 6.64358], [-0.90780, -4.33452, 6.58609], [-0.80360, -3.07301, 6.01650], [-1.93255, -2.44744, 5.50639], [-3.16497, -3.08337, 5.56396], [-3.26879, -4.34554, 6.13184], [-2.22084, -5.95495, 7.08684], [-0.02776, -4.82251, 6.98505], [0.15784, -2.57797, 5.96837], [-1.85039, -1.46380, 5.06086], [-4.04589, -2.59578, 5.16550], [-4.22950, -4.84244, 6.17523]],
  "mulliken_charge": [-1.1703, -0.2959, -0.2323, -0.6456, -0.6582, -0.2542, 0.9530, -1.9278, -0.4500, 0.3405, -0.5900, 0.0077, 1.6560, -2.0952, -0.0653, -1.1668, -0.3575, -1.1292, 1.9794, -1.2854, -1.5548, 0.9830, -1.5589, -1.4293, 0.2649, 0.2945, 0.4038, 0.3053, 0.3799, 0.3104, 0.3210, 0.4683, 0.1998, 0.4653, 0.3997, 0.3739, 0.7909, 0.2381, 0.3285, 0.3407, 0.3527, 0.3561, 0.1985, 0.5200, -0.2992, 0.0626, 0.3444, 0.4163, 0.2048, 0.4746, 0.2316, 0.4194, 0.3764, 0.3122, 0.5120, 0.1705, 0.3629, 0.1011, -0.5730, -0.3729, -0.4058, -0.3962, -0.5488, 0.3786, 0.3879, 0.3653, 0.3533, 0.3632, 0.3789, -0.3842, -0.3422, -0.4690, -0.2748, -0.3077, -0.4147, 0.3561, 0.3606, 0.3656, 0.3809, 0.3833, 0.3607],
  "e_above_lowest_kcal_mol": 0.0,
  "e_homo_ha": -0.337
}

(6)
{
  "formula": "C3H6N2O",
  "method": "ωB97M-V/def2-TZVPD",
  "species": ["C", "C", "N", "C", "O", "N", "H", "H", "H", "H", "H", "H"],
  "coordinates": [[-1.39072, 0.68916, -1.09428], [0.70502, 0.17694, 0.25305], [0.89691, -1.10847, -0.28070], [-0.05780, 0.43327, 1.32845], [1.49137, 1.10327, -0.36220], [-2.10321, -0.21099, -1.26883], [1.24002, 1.97354, -0.02751], [1.72026, -1.16126, -0.86480], [0.83647, -1.86276, 0.38893], [-2.44827, -1.12212, -1.49307], [-0.28901, 1.44559, 1.60931], [-0.60104, -0.35617, 1.81166]],
  "mulliken_charge": [-0.0607, 0.4822, -0.4990, -0.9070, -0.4525, -0.1864, 0.3205, 0.2334, 0.2201, 0.2880, 0.2804, 0.2809],
  "e_above_lowest_kcal_mol": 68.3,
  "e_homo_ha": -0.289
}

(7)
{
  "formula": "ClH5N2Si",
  "method": "ωB97M-V/def2-TZVPD",
  "species": ["N", "N", "Si", "Cl", "H", "H", "H", "H", "H"],
  "coordinates": [[1.07813, -1.59188, -0.22193], [-0.17020, 1.73878, -0.41110], [-0.53061, 0.31099, 0.51626], [-2.35152, -0.47251, 0.19236], [0.51062, -1.75709, -1.04562], [0.66675, -2.32721, 0.32467], [0.11532, 1.68034, -1.29976], [0.57854, 2.33197, 0.12467], [0.10297, 0.08662, 1.82044]],
  "mulliken_charge": [-0.7294, -0.5181, 0.5737, -0.1795, 0.1707, 0.1862, 0.2543, 0.2839, -0.0418],
  "e_above_lowest_kcal_mol": 71.9,
  "e_homo_ha": -0.308
}

(8)
{
  "formula": "C3H10NO2P",
  "method": "ωB97M-V/def2-TZVPD",
  "species": ["C", "C", "C", "N", "O", "O", "P", "H", "H", "H", "H", "H", "H", "H", "H", "H", "H"],
  "coordinates": [[0.27855, -1.79685, 0.92843], [-1.11937, 2.16958, -0.70408], [1.49924, 0.08249, 0.01812], [1.14073, -1.22347, -0.03303], [-0.94461, -0.24551, -1.54053], [0.62855, 1.41550, -2.60331], [0.07589, 0.97025, -1.29942], [0.75203, -2.40628, 1.80430], [-0.51878, -1.13372, 1.45423], [-0.36495, -2.57475, 0.56171], [-1.33865, 2.15937, 0.37471], [-0.89674, 3.16865, -0.97635], [-1.99946, 1.94417, -1.30232], [1.77110, 0.49659, 0.94577], [2.38147, 0.26125, -0.65407], [1.02303, -1.51774, -1.06720], [-0.70377, -0.53341, -2.36143]],
  "mulliken_charge": [-0.8490, -1.0100, -0.6318, -0.2728, -0.5238, -0.7143, 0.8941, 0.2740, 0.2217, 0.3326, 0.3146, 0.3636, 0.2867, 0.4415, 0.2756, 0.2957, 0.3014],
  "e_above_lowest_kcal_mol": 73.0,
  "e_homo_ha": -0.301
}